Record 1
{
  "formula": "C15H23N3O2S",
  "method": "ωB97M-V/def2-TZVPD",
  "symbols": ["S", "O", "O", "N", "N", "N", "C", "C", "C", "C", "C", "C", "C", "C", "C", "C", "C", "C", "C", "C", "C", "H", "H", "H", "H", "H", "H", "H", "H", "H", "H", "H", "H", "H", "H", "H", "H", "H", "H", "H", "H", "H", "H", "H"],
  "xyz": [[2.8481, -2.7144, 3.6672], [1.9220, -3.7192, 3.0840], [-3.7638, -0.7639, 0.1838], [0.7902, -1.1813, -0.1122], [3.0169, -0.5778, -1.7478], [-2.2548, 3.0868, -1.2020], [-0.5816, 1.5338, -2.1658], [-1.6341, 0.2008, -0.2544], [1.8307, 0.0867, -1.8707], [3.0346, -1.5037, -0.8359], [-1.7948, 2.4114, -2.4097], [0.7167, -0.1938, -1.0519], [-2.8651, -0.4262, -0.8870], [1.9247, -1.8130, -0.0245], [0.5395, 1.7952, -2.9930], [2.7119, -2.8308, 5.4549], [-1.2280, 3.8960, -0.5648], [-2.5349, -1.6788, -1.6641], [1.7117, 1.0930, -2.8508], [2.0368, -1.1148, 3.5355], [-0.5096, 0.5386, -1.1974], [-3.0663, 3.6492, -1.4051], [1.9731, -0.8539, 2.4820], [-3.3781, 0.2827, -1.5315], [1.0335, -1.1799, 3.9566], [-1.5081, 3.1464, -3.1703], [-1.7946, -1.4484, -2.4265], [-0.6308, 3.2885, 0.1091], [-4.5654, -0.2529, 0.0800], [3.2802, -2.0215, 5.9132], [-1.3035, -0.4805, 0.5185], [1.9990, -2.6094, 0.7044], [3.1285, -3.7885, 5.7590], [2.5627, 1.3028, -3.4798], [-1.9564, 1.1150, 0.2377], [-0.5747, 4.4014, -1.2810], [1.6626, -2.7755, 5.7443], [-1.7078, 4.6634, 0.0354], [-2.5983, 1.8249, -2.8446], [0.4818, 2.5663, -3.7442], [2.6281, -0.3661, 4.0630], [3.9491, -2.0636, -0.6991], [-3.4210, -2.1033, -2.1222], [-2.1108, -2.4217, -0.9924]],
  "total_charge": 0,
  "homo_lumo_gap_ev": 8.584
}

Record 2
{
  "formula": "C15H23N3OS",
  "method": "ωB97M-V/def2-TZVPD",
  "symbols": ["S", "O", "N", "N", "N", "C", "C", "C", "C", "C", "C", "C", "C", "C", "C", "C", "C", "C", "C", "C", "H", "H", "H", "H", "H", "H", "H", "H", "H", "H", "H", "H", "H", "H", "H", "H", "H", "H", "H", "H", "H", "H", "H"],
  "xyz": [[-0.1143, 3.7308, 0.6839], [5.1062, -1.1326, 1.2130], [3.2798, 0.2455, -0.4357], [-0.6288, 1.9585, -1.1746], [-1.5323, 1.5684, 0.9741], [-0.8063, 2.3362, 0.1206], [5.0993, -1.3189, -0.1825], [-3.3432, 0.7627, -0.4572], [0.7978, -0.0524, -0.8656], [-4.7181, -1.0778, 0.2889], [3.7005, -1.1021, -0.7648], [2.1043, 0.7169, -1.1305], [-3.9701, -1.1289, 1.4607], [3.2499, 0.4156, 1.0046], [-4.3908, -0.1170, -0.6584], [4.6590, 0.1628, 1.5430], [-2.5868, 0.6894, 0.7091], [-2.9207, -0.2588, 1.6741], [-0.3963, 0.5837, -1.5844], [-5.8424, -2.0411, 0.0623], [1.9740, 1.7623, -0.8369], [5.4396, -2.3412, -0.3571], [2.3255, 0.6868, -2.2028], [-3.1249, 1.5238, -1.1905], [4.6768, 0.2246, 2.6323], [-0.2210, 0.5998, -2.6620], [-6.4892, -1.7019, -0.7428], [-1.4361, 1.8530, 1.9409], [2.5558, -0.2899, 1.4940], [-5.4479, -3.0215, -0.2064], [3.7327, -1.2116, -1.8508], [0.8967, -1.0836, -1.2083], [-6.4367, -2.1583, 0.9662], [-4.9700, -0.0447, -1.5675], [5.3438, 0.9124, 1.1201], [-1.2924, -0.0115, -1.3907], [-4.2164, -1.8599, 2.2170], [0.5959, -0.0666, 0.2072], [5.7969, -0.6123, -0.6566], [-2.3532, -0.3055, 2.5922], [2.9423, 1.4366, 1.2378], [3.0228, -1.8665, -0.3461], [-0.0617, 2.6351, -1.6696]],
  "total_charge": 0,
  "smiles": "Cc1ccc(NC(=S)NCCCN2CCOCC2)cc1",
  "homo_lumo_gap_ev": 8.729
}

Record 3
{
  "formula": "C15H23N5O3",
  "method": "ωB97M-V/def2-TZVPD",
  "symbols": ["O", "O", "O", "N", "N", "N", "N", "N", "C", "C", "C", "C", "C", "C", "C", "C", "C", "C", "C", "C", "C", "C", "C", "H", "H", "H", "H", "H", "H", "H", "H", "H", "H", "H", "H", "H", "H", "H", "H", "H", "H", "H", "H", "H", "H", "H"],
  "xyz": [[1.1387, 2.6599, -2.1263], [0.6015, -1.3365, -1.3271], [2.2168, 3.9342, -0.6047], [3.8494, -1.1892, -1.3301], [1.2705, 0.4149, -0.3398], [3.1484, -1.5266, 0.9268], [3.2320, -3.3492, -0.5316], [-1.5598, -0.0725, -2.3870], [3.4903, -2.0100, -0.3638], [-5.9213, -0.9302, -0.0553], [-3.5852, -0.4628, 0.0005], [-6.1560, 0.2594, 0.6506], [1.5163, 2.7972, -0.9840], [0.2353, -0.3185, -0.8589], [-1.1970, 0.0523, -0.9310], [3.1424, 0.6612, 2.0173], [-3.9159, 0.6448, 0.8338], [-4.6060, -1.2599, -0.4801], [1.3730, 1.6863, -0.0045], [-2.0958, -0.7526, -0.0237], [3.9768, -0.4502, 1.5340], [-5.1315, 1.1128, 1.0945], [2.5602, 1.7386, 0.9894], [-5.2064, 2.1821, 1.4615], [3.9071, -1.6964, -2.2464], [2.3698, 0.2133, 2.6517], [2.7000, -3.8985, 0.2156], [0.4473, 2.1025, 0.4395], [-2.9216, 1.0041, 1.1481], [-1.3012, -1.0206, -2.7915], [-1.9283, -1.8603, -0.3213], [2.2419, 2.4453, 1.6589], [2.7490, -2.3162, 1.5178], [-1.4144, 1.1522, -0.6417], [3.5208, 1.8977, 0.3670], [-6.8385, -1.3429, -0.4556], [-4.4498, -2.1978, -0.9990], [-2.5586, 0.3035, -2.2677], [4.7499, -0.1820, 0.7789], [2.1989, -0.2764, -0.5392], [4.6031, -0.7220, 2.3729], [2.1363, 4.4874, -1.4001], [3.7708, 1.2888, 2.6086], [-7.2311, 0.3721, 1.0087], [2.6145, -3.3976, -1.2894], [-1.7426, -0.8420, 1.0238]],
  "total_charge": 0,
  "smiles": "[H]/N=C(\\N)NCCC[C@H](NC(=O)[C@@H](N)Cc1ccccc1)C(=O)O",
  "homo_lumo_gap_ev": 9.308
}

Record 4
{
  "formula": "C15H23N8O2S2W",
  "method": "ωB97M-V/def2-TZVPD",
  "symbols": ["W", "S", "S", "O", "O", "N", "N", "N", "N", "N", "N", "N", "N", "C", "C", "C", "C", "C", "C", "C", "C", "C", "C", "C", "C", "C", "C", "C", "H", "H", "H", "H", "H", "H", "H", "H", "H", "H", "H", "H", "H", "H", "H", "H", "H", "H", "H", "H", "H", "H", "H"],
  "xyz": [[0.2135, 0.1291, -0.1426], [-1.2355, -0.8391, 1.5887], [0.6481, -3.2676, 0.6303], [1.1069, -1.8957, 0.0388], [-0.1506, 1.7282, 1.0113], [-1.5793, 0.7054, -1.2585], [2.0756, 0.2581, 1.2386], [0.3974, -0.7453, -2.1555], [1.5880, 1.6910, -1.1640], [-3.8653, 1.3008, -2.7683], [-0.4348, -0.9978, -4.2144], [-1.0757, 1.7763, 2.0056], [0.7640, -1.5770, -4.1024], [-2.2277, 3.0650, 3.6005], [2.9668, 1.5597, -0.6054], [0.9177, -4.4268, -0.7139], [1.2702, -1.4332, -2.8816], [-2.8827, 0.5802, -3.2774], [-0.6351, -0.4960, -3.0303], [-3.7178, 1.7318, -1.5222], [-1.3222, 2.9737, 2.5799], [-2.5979, 0.6954, 3.4394], [2.8578, 1.4787, 0.9020], [2.0214, -3.7359, 1.6859], [-1.7465, 0.2782, -2.5337], [-1.6728, 0.6299, 2.4007], [-2.8813, 1.9075, 4.0368], [-2.5885, 1.4456, -0.7710], [-3.6068, 1.9649, 4.8372], [2.2208, -1.8167, -2.5499], [0.7576, -5.4353, -0.3291], [2.3217, 2.3474, 1.2813], [2.9601, -3.6380, 1.1426], [-2.9796, 0.2262, -4.2976], [-2.4192, 4.0268, 4.0539], [3.6004, 2.3961, -0.8991], [2.0047, -3.1013, 2.5705], [3.4086, 0.6428, -1.0006], [1.8733, -4.7718, 1.9959], [1.2419, 2.6192, -0.9236], [-2.5096, 1.8334, 0.2301], [1.9337, -4.3305, -1.0929], [-4.5240, 2.3226, -1.1054], [3.8461, 1.4677, 1.3604], [1.8418, 0.2762, 2.2279], [1.6440, 1.6819, -2.1795], [1.1656, -2.0460, -4.9055], [2.6730, -0.5533, 1.1106], [0.1782, -4.2261, -1.4874], [-3.0785, -0.2186, 3.7596], [-0.7673, 3.8120, 2.1833]],
  "s_squared": 2.013,
  "spin_multiplicity": 3,
  "total_charge": 3,
  "homo_lumo_gap_ev": [7.606, 7.440]
}

Record 5
{
  "formula": "C15H23NO",
  "method": "ωB97M-V/def2-TZVPD",
  "symbols": ["O", "N", "C", "C", "C", "C", "C", "C", "C", "C", "C", "C", "C", "C", "C", "C", "C", "H", "H", "H", "H", "H", "H", "H", "H", "H", "H", "H", "H", "H", "H", "H", "H", "H", "H", "H", "H", "H", "H", "H"],
  "xyz": [[0.3803, -3.6596, 0.0992], [-0.6278, 1.4934, -1.1262], [0.5981, -2.2769, 2.1194], [-0.4897, 2.4089, -2.2445], [-1.2596, -2.2573, -1.0610], [0.2983, 3.6446, -1.8210], [-1.3715, 2.1277, -0.0529], [-1.1961, 0.2193, -1.5256], [2.4797, -3.2829, 1.0207], [1.4570, -1.7438, 3.0660], [3.3254, -2.7475, 1.9688], [-0.9071, -0.8808, -0.5034], [1.1032, -3.0517, 1.0811], [2.8184, -1.9707, 2.9987], [-0.9968, -3.4050, -0.0798], [-0.4143, 4.3513, -0.6743], [-0.6227, 3.3542, 0.4589], [0.0445, 1.8932, -3.0470], [0.4127, 4.3139, -2.6755], [-2.2864, 0.2911, -1.6992], [-1.3934, -4.3329, -0.5061], [0.1716, 5.2050, -0.3290], [-1.5037, -3.2260, 0.8735], [-1.4845, -0.7057, 0.4058], [-0.7298, -0.0654, -2.4729], [4.3870, -2.9353, 1.9036], [-1.1861, 3.8104, 1.2751], [-1.4773, 2.7197, -2.6366], [-0.4580, -2.0761, 2.2069], [-1.3829, 4.7230, -1.0184], [1.2898, 3.3302, -1.4920], [-2.3824, 2.4274, -0.3925], [-1.4873, 1.4122, 0.7624], [-2.3178, -2.2806, -1.3321], [2.8578, -3.8907, 0.2135], [0.1524, -0.8371, -0.2481], [0.3469, 3.0347, 0.8437], [3.4790, -1.5476, 3.7401], [1.0481, -1.1418, 3.8646], [-0.6749, -2.4449, -1.9637]],
  "total_charge": 0,
  "smiles": "c1ccc(OCCCCN2CCCCC2)cc1",
  "homo_lumo_gap_ev": 9.299
}

Computed relative energy (zero: lowest compared OMol25 entry of this formula, charge and spin), in the same sequence as the records: 1.8158 1.1226 5.0727 0.2010 1.3066 eV.